Entry 1:
An isolated molecule of C4H7FS at a distorted geometry, computed with ωB97M-V with the def2-TZVPD basis set.

Cartesian coordinates (Å):
C: -0.957 1.586 -0.438
C: -0.210 0.392 0.014
S: -1.340 -0.979 0.039
C: 0.838 0.657 1.086
C: 1.283 0.271 -0.262
F: 1.793 -0.913 -0.486
H: -1.589 1.951 0.435
H: -0.352 2.409 -0.700
H: -1.562 1.460 -1.302
H: -0.571 -1.900 0.692
H: 1.047 -0.192 1.757
H: 0.913 1.642 1.407
H: 1.684 1.071 -0.943

Values from the calculation:
SMILES string: C[C@]1(S)C[C@H]1F
Calculated total energy in a.u.: -654.606323
Frontier orbital gap in eV: 9.621
F_max in eV Å⁻¹: 4.2
HOMO in Eh: -0.3199



Entry 2:
A structure of composition C16H46BN7O12Pd at a distorted geometry, computed with ωB97M-V with the def2-TZVPD basis set.

Cartesian coordinates (Å):
N: 1.199 -15.219 7.247
H: 1.947 -14.971 6.609
H: 1.318 -14.835 8.181
H: 1.091 -16.223 7.326
H: 0.390 -14.706 6.839
Pd: 0.244 -10.850 7.090
B: 0.682 -12.193 9.065
H: 1.265 -12.232 8.124
H: 1.302 -11.609 9.806
H: -0.310 -11.755 8.828
H: 0.640 -13.247 9.465
C: 1.748 -10.324 4.836
O: 0.924 -9.514 5.374
O: 1.700 -10.634 3.614
O: 1.794 -11.368 5.574
C: -1.210 -12.839 5.359
O: -1.538 -11.750 6.047
O: -0.243 -13.622 5.723
O: -1.239 -12.730 4.097
C: -4.855 -10.699 10.147
O: -3.791 -9.886 9.746
C: -2.532 -10.471 9.980
C: -1.368 -9.559 9.703
N: -1.224 -9.242 8.249
C: -0.453 -7.988 8.030
C: 1.040 -8.058 8.341
O: 1.613 -9.351 8.129
C: 2.899 -9.565 8.786
H: -5.769 -10.108 10.078
H: -4.720 -10.999 11.190
H: -5.028 -11.585 9.530
H: -2.349 -11.365 9.374
H: -2.509 -10.882 10.996
H: -0.503 -9.878 10.280
H: -1.640 -8.570 10.098
H: -2.147 -9.170 7.843
H: -0.949 -7.184 8.590
H: -0.492 -7.585 7.018
H: 1.076 -7.721 9.382
H: 1.538 -7.407 7.621
H: 2.787 -9.664 9.866
H: 3.758 -9.012 8.402
H: 3.149 -10.558 8.406
C: -2.664 -20.830 9.605
O: -1.881 -19.896 8.898
C: -2.031 -18.637 9.486
C: -1.369 -17.508 8.631
N: 0.089 -17.627 8.547
C: 0.745 -17.531 9.823
C: 2.248 -17.278 9.884
O: 2.477 -15.904 9.531
C: 3.825 -15.459 9.839
H: -3.730 -20.609 9.691
H: -2.176 -21.095 10.545
H: -2.673 -21.759 9.029
H: -1.756 -18.526 10.539
H: -3.093 -18.371 9.538
H: -1.577 -16.610 9.212
H: -1.804 -17.566 7.635
H: 0.335 -18.575 8.282
H: 0.512 -18.389 10.464
H: 0.339 -16.696 10.400
H: 2.721 -17.936 9.148
H: 2.561 -17.425 10.918
H: 4.052 -14.525 9.327
H: 4.506 -16.245 9.509
H: 3.959 -15.268 10.906
C: 1.348 -12.041 13.405
O: 0.965 -13.209 13.587
N: 1.500 -11.407 12.234
N: 1.824 -11.351 14.460
H: 1.931 -10.502 12.212
H: 1.339 -12.036 11.452
H: 2.197 -10.455 14.191
H: 2.207 -11.817 15.263
C: -2.019 -15.301 12.217
O: -2.879 -16.129 11.953
N: -1.271 -15.285 13.349
N: -1.560 -14.336 11.393
H: -0.670 -14.514 13.602
H: -1.555 -15.808 14.161
H: -1.883 -14.122 10.463
H: -1.044 -13.616 11.874

Values from the calculation:
Total charge: -2
Calculated total energy in a.u.: -2075.870556
Frontier orbital gap (alpha / beta) in eV: 2.934 / 2.876
F_max in eV Å⁻¹: 7.8
HOMO (alpha / beta) in Eh: 0.0262 / 0.0282
Multiplicity: 3



Entry 3:
A structure of composition C24H23F4N5O2ScTe4, computed with ωB97M-V with the def2-TZVPD basis set.

Cartesian coordinates (Å):
Sc: 1.055 0.046 -0.502
O: 2.658 3.944 -1.127
C: 1.990 3.217 -0.437
N: 1.114 2.234 -0.948
C: 0.460 2.642 -2.090
O: 0.184 3.783 -2.402
C: 0.008 1.526 -3.010
C: -0.685 1.817 -4.173
C: -1.065 0.775 -4.998
C: -0.739 -0.526 -4.635
C: -0.046 -0.727 -3.458
N: 0.317 0.280 -2.657
C: 2.062 3.401 1.061
C: 1.694 4.605 1.643
C: 1.878 4.750 3.007
C: 2.425 3.701 3.728
C: 2.752 2.532 3.055
N: 2.567 2.383 1.747
H: -0.898 2.853 -4.391
H: -1.605 0.969 -5.916
H: -1.008 -1.373 -5.249
H: 0.246 -1.718 -3.135
H: 1.292 5.401 1.030
H: 1.598 5.671 3.503
H: 2.587 3.776 4.795
H: 3.170 1.670 3.564
C: 0.431 -2.386 2.287
C: 0.033 -3.643 1.536
N: -0.474 -3.373 0.188
C: -0.495 -4.608 -0.586
C: -0.810 -4.420 -2.058
C: -1.773 -2.709 0.210
C: -1.839 -1.452 -0.645
N: -0.996 -0.401 -0.092
C: -1.541 0.547 0.724
C: -0.678 1.139 1.665
F: 0.607 0.651 1.658
C: -1.024 2.139 2.536
F: -0.123 2.593 3.414
C: -2.306 2.657 2.529
C: -3.180 2.123 1.606
F: -4.431 2.615 1.535
C: -2.833 1.116 0.728
F: -3.768 0.736 -0.171
H: 0.879 -2.642 3.250
H: -0.400 -1.703 2.465
H: 1.221 -1.861 1.743
H: -0.713 -4.221 2.117
H: 0.919 -4.270 1.432
H: -1.215 -5.324 -0.143
H: 0.498 -5.053 -0.504
H: -1.784 -3.956 -2.231
H: -0.812 -5.390 -2.558
H: -0.040 -3.809 -2.532
H: -2.015 -2.420 1.236
H: -2.573 -3.398 -0.105
H: -2.881 -1.146 -0.722
H: -1.506 -1.688 -1.657
H: -2.603 3.447 3.202
Te: 2.831 -1.929 -1.761
Te: 3.294 -4.356 -0.764
Te: 4.168 -1.168 2.431
Te: 3.923 -0.067 0.033

Values from the calculation:
Total charge: -1
Calculated total energy in a.u.: -3585.091102
Frontier orbital gap in eV: 5.355
F_max in eV Å⁻¹: 0.5
HOMO in Eh: -0.1396



Entry 4:
An isolated molecule of C6H3NO at a distorted geometry, computed with ωB97M-V with the def2-TZVPD basis set.

Cartesian coordinates (Å):
C: 0.164 2.650 -0.122
C: 0.190 1.459 0.015
C: 0.405 0.058 -0.041
C: 1.774 -0.345 0.204
O: 2.271 -1.381 -0.171
C: -0.536 -0.926 -0.050
C: -1.902 -0.848 0.002
N: -3.034 -0.525 0.047
H: -0.099 3.619 0.002
H: 2.322 0.597 0.849
H: 0.269 -1.785 0.142

Values from the calculation:
SMILES string: C#C/C(C=O)=C\C#N
Calculated total energy in a.u.: -360.265153
Frontier orbital gap in eV: 8.566
F_max in eV Å⁻¹: 6.3
HOMO in Eh: -0.3739



Entry 5:
A cluster of 2 separate species, C11H27N4O2 in total, computed with ωB97M-V with the def2-TZVPD basis set.

Cartesian coordinates (Å):
O: 1.223 1.855 3.552
N: 1.301 1.128 2.675
O: 0.459 1.556 1.533
C: -0.401 0.497 1.205
C: -1.745 0.691 1.897
C: -2.290 2.091 1.772
N: -3.720 2.170 2.134
C: -4.306 1.033 2.865
C: -3.920 -0.327 2.269
N: -2.806 -0.178 1.277
H: -0.490 0.445 0.118
H: 0.047 -0.447 1.532
H: -1.667 0.383 2.939
H: -1.654 2.784 2.313
H: -2.200 2.366 0.716
H: -3.832 2.976 2.731
H: -5.384 1.129 2.782
H: -4.058 1.031 3.926
H: -4.740 -0.868 1.811
H: -3.513 -0.959 3.053
H: -3.142 0.319 0.448
H: -2.460 -1.100 1.016
C: 3.239 0.857 -0.524
C: 2.620 -0.512 -0.764
N: 1.571 -0.495 -1.769
C: 0.771 -1.706 -1.790
C: 1.455 -3.028 -2.151
C: 1.959 0.039 -3.069
C: 3.154 -0.606 -3.779
H: 2.458 1.594 -0.333
H: 3.891 0.815 0.349
H: 3.841 1.209 -1.361
H: 2.157 -0.853 0.169
H: 3.423 -1.231 -0.985
H: -0.069 -1.541 -2.471
H: 0.330 -1.817 -0.788
H: 1.706 -3.080 -3.208
H: 0.784 -3.862 -1.937
H: 2.366 -3.185 -1.573
H: 2.169 1.103 -2.943
H: 1.081 -0.005 -3.718
H: 4.015 -0.706 -3.118
H: 3.459 0.023 -4.616
H: 2.919 -1.589 -4.182

Values from the calculation:
Total charge: +1
Calculated total energy in a.u.: -804.449382
Frontier orbital gap in eV: 7.256
F_max in eV Å⁻¹: 0.9
HOMO in Eh: -0.3899



Entry 6:
A structure of composition C21H54F6O23S8Si2 at a distorted geometry, computed with ωB97M-V with the def2-TZVPD basis set.

Cartesian coordinates (Å):
C: -6.378 0.437 1.487
S: -7.710 -0.121 2.489
O: -7.198 -0.593 3.754
O: -8.746 0.886 2.499
Si: -8.469 -1.836 1.327
F: -8.526 -1.335 -0.187
O: -7.509 -3.108 1.442
Si: -7.309 -4.026 2.860
S: -10.573 -2.388 1.844
O: -10.758 -2.579 3.255
O: -10.784 -3.497 0.945
C: -11.788 -1.092 1.234
F: -12.941 -1.759 1.192
F: -11.420 -0.772 -0.009
C: -11.968 0.219 2.085
F: -11.463 0.087 3.285
F: -11.391 1.226 1.475
F: -13.254 0.486 2.199
H: -5.812 1.168 2.062
H: -6.815 0.854 0.580
H: -5.768 -0.427 1.219
H: -8.041 -3.351 3.942
H: -7.852 -5.361 2.578
H: -5.874 -4.082 3.172
O: -3.279 0.321 2.353
S: -2.367 -0.706 1.941
O: -2.900 -1.991 1.598
O: -1.256 -0.865 3.055
C: -1.696 -1.063 4.422
C: -2.244 -2.450 4.680
C: -1.328 -0.137 0.650
H: -2.421 -0.288 4.672
H: -0.800 -0.884 5.012
H: -3.164 -2.627 4.127
H: -2.456 -2.560 5.744
H: -1.521 -3.210 4.382
H: -0.915 0.829 0.927
H: -1.942 -0.045 -0.242
H: -0.543 -0.866 0.482
O: 0.511 -0.728 -1.805
S: 1.547 0.214 -2.124
O: 1.394 1.579 -1.716
O: 1.849 0.129 -3.663
C: 0.740 0.288 -4.596
C: 0.264 1.716 -4.714
C: 3.089 -0.406 -1.547
H: -0.061 -0.392 -4.301
H: 1.144 -0.061 -5.542
H: -0.179 2.079 -3.787
H: -0.488 1.779 -5.500
H: 1.097 2.368 -4.971
H: 3.192 -1.437 -1.873
H: 3.076 -0.355 -0.460
H: 3.892 0.211 -1.940
O: 3.898 1.640 2.465
S: 4.783 1.891 1.366
O: 5.469 0.780 0.771
O: 5.815 3.010 1.779
C: 6.556 2.824 3.017
C: 7.645 1.779 2.896
C: 3.947 2.768 0.101
H: 5.855 2.590 3.815
H: 6.983 3.800 3.231
H: 7.232 0.787 2.723
H: 8.218 1.759 3.821
H: 8.308 2.013 2.063
H: 3.421 3.617 0.527
H: 3.246 2.060 -0.334
H: 4.675 3.088 -0.641
O: 7.169 2.418 6.050
S: 6.549 2.045 7.288
O: 5.858 3.041 8.045
O: 7.628 1.326 8.194
C: 8.874 2.023 8.444
C: 8.732 3.172 9.418
C: 5.496 0.663 7.035
H: 9.290 2.349 7.490
H: 9.528 1.253 8.847
H: 8.113 3.970 9.012
H: 9.718 3.581 9.638
H: 8.274 2.833 10.347
H: 6.034 -0.095 6.474
H: 4.641 1.026 6.468
H: 5.176 0.289 8.004
O: -0.819 -4.129 -6.224
S: -1.998 -4.518 -5.509
O: -3.081 -3.592 -5.399
O: -1.574 -5.034 -4.075
C: -0.751 -4.152 -3.267
C: -1.505 -2.977 -2.690
C: -2.604 -6.047 -6.127
H: 0.100 -3.829 -3.868
H: -0.373 -4.795 -2.475
H: -1.857 -2.306 -3.472
H: -0.850 -2.414 -2.030
H: -2.378 -3.316 -2.130
H: -1.781 -6.754 -6.193
H: -3.013 -5.841 -7.114
H: -3.383 -6.406 -5.461
O: 2.816 1.667 -6.793
S: 3.809 2.629 -7.167
O: 3.592 4.006 -6.852
O: 4.114 2.466 -8.710
C: 2.993 2.507 -9.629
C: 2.430 3.898 -9.823
C: 5.385 2.135 -6.569
H: 2.233 1.805 -9.285
H: 3.404 2.123 -10.559
H: 1.978 4.281 -8.909
H: 1.665 3.871 -10.599
H: 3.215 4.592 -10.123
H: 5.551 1.093 -6.826
H: 5.359 2.266 -5.489
H: 6.141 2.778 -7.010

Values from the calculation:
Calculated total energy in a.u.: -6926.788967
Frontier orbital gap in eV: 10.236
F_max in eV Å⁻¹: 1.2
HOMO in Eh: -0.3705



Entry 7:
A cluster of 2 separate species, C4H9N2 in total at a distorted geometry, computed with ωB97M-V with the def2-TZVPD basis set.

Cartesian coordinates (Å):
C: 2.508 -1.580 -0.061
C: 2.561 -0.645 0.701
C: -0.220 1.779 -0.147
C: -2.099 -0.739 -0.077
N: 0.049 0.297 -0.066
N: -0.715 -0.671 0.014
H: 2.575 -2.146 -0.949
H: 1.046 -0.132 0.119
H: 2.605 -0.149 1.636
H: 0.443 2.291 -0.820
H: -0.398 2.121 0.845
H: -1.127 2.020 -0.747
H: -2.424 -1.726 0.372
H: -2.142 -0.726 -1.109
H: -2.664 0.008 0.291

Values from the calculation:
Total charge: +1
Calculated total energy in a.u.: -266.881254
Frontier orbital gap in eV: 10.063
F_max in eV Å⁻¹: 3.7
HOMO in Eh: -0.5554



Entry 8:
A structure of composition C6H11Cl3OSi at a distorted geometry, computed with ωB97M-V with the def2-TZVPD basis set.

Cartesian coordinates (Å):
C: 0.070 3.030 -0.152
C: 0.492 1.799 -0.010
C: 1.810 -1.854 0.574
C: 0.624 0.611 -0.907
C: 0.465 -1.100 0.809
C: -0.147 -0.580 -0.411
O: -0.246 -1.332 -1.586
Si: -2.475 -0.019 0.216
Cl: -3.334 1.173 -1.171
Cl: -2.856 0.430 2.081
Cl: -3.235 -1.954 0.034
H: 0.110 3.777 0.658
H: -0.360 3.299 -1.157
H: 0.774 1.687 1.097
H: 1.621 -2.920 0.674
H: 2.170 -1.535 -0.443
H: 2.551 -1.492 1.261
H: 1.658 0.274 -1.008
H: 0.185 0.980 -1.877
H: -0.006 -1.873 1.410
H: 0.508 -0.175 1.329
H: -0.378 -2.225 -1.419

Values from the calculation:
Calculated total energy in a.u.: -1980.581968
Frontier orbital gap in eV: 9.030
F_max in eV Å⁻¹: 4.6
HOMO in Eh: -0.3156



Entry 9:
An isolated molecule of C2H6Cl2NP at a distorted geometry, computed with ωB97M-V with the def2-TZVPD basis set.

Cartesian coordinates (Å):
C: 0.846 -0.188 -1.887
N: 0.373 0.158 -0.521
P: -1.013 -0.013 0.116
C: -0.905 0.188 1.948
Cl: -2.375 1.518 -0.327
Cl: -2.252 -1.592 -0.431
H: 1.091 0.653 -2.593
H: 0.155 -0.878 -2.342
H: 1.788 -0.598 -1.599
H: -1.932 0.186 2.284
H: -0.573 -0.681 2.450
H: -0.571 1.201 2.037

Values from the calculation:
SMILES string: CN=P(C)(Cl)Cl
Calculated total energy in a.u.: -1396.317158
Frontier orbital gap in eV: 9.793
F_max in eV Å⁻¹: 3.1
HOMO in Eh: -0.3421



Entry 10:
A structure of composition C39H49AsIN7O2PtS2 at a distorted geometry, computed with ωB97M-V with the def2-TZVPD basis set.

Cartesian coordinates (Å):
Pt: 0.015 0.172 -0.205
C: -2.125 2.828 3.409
N: -0.699 2.537 3.502
C: -0.045 1.549 2.911
S: -0.901 0.303 2.018
N: 1.271 1.473 3.012
C: 2.108 2.435 3.709
H: -2.258 3.896 3.242
H: -2.634 2.542 4.328
H: -2.550 2.270 2.583
H: -0.170 3.121 4.135
H: 1.648 0.560 2.737
H: 1.851 3.454 3.415
H: 3.144 2.257 3.434
H: 2.020 2.339 4.795
C: -4.027 -4.562 -1.895
C: -3.300 -4.403 -0.721
C: -2.831 -3.150 -0.364
C: -3.117 -2.046 -1.164
C: -3.820 -2.205 -2.348
C: -4.281 -3.468 -2.706
As: -2.558 -0.289 -0.590
C: -3.143 0.856 -2.020
C: -4.499 1.165 -2.156
C: -4.918 1.971 -3.201
C: -3.995 2.457 -4.119
C: -2.658 2.119 -4.001
C: -2.225 1.319 -2.950
C: -3.736 0.070 0.905
C: -4.392 1.295 0.988
C: -5.236 1.558 2.059
C: -5.385 0.623 3.072
C: -4.696 -0.582 3.010
C: -3.872 -0.860 1.933
H: -4.381 -5.542 -2.183
H: -3.091 -5.257 -0.091
H: -2.232 -3.044 0.534
H: -4.036 -1.358 -2.985
H: -4.838 -3.591 -3.626
H: -5.230 0.761 -1.469
H: -5.965 2.225 -3.295
H: -4.324 3.097 -4.926
H: -1.943 2.501 -4.719
H: -1.179 1.055 -2.860
H: -4.271 2.044 0.215
H: -5.774 2.496 2.100
H: -6.034 0.833 3.911
H: -4.803 -1.309 3.804
H: -3.355 -1.809 1.896
C: 3.298 -1.258 4.862
C: 2.665 -2.451 4.149
C: 2.462 -2.198 2.686
N: 1.748 -1.241 2.210
N: 1.700 -1.200 0.837
C: 2.411 -2.165 0.291
N: 2.581 -2.340 -1.027
S: 3.181 -3.186 1.457
H: 3.511 -1.509 5.900
H: 2.625 -0.400 4.855
H: 4.237 -0.969 4.388
H: 1.690 -2.678 4.585
H: 3.287 -3.337 4.274
H: 1.870 -1.958 -1.640
H: 3.085 -3.147 -1.354
C: 1.317 -2.862 -4.288
C: -0.074 -3.001 -3.650
C: -1.135 -2.700 -4.716
C: -0.265 -4.421 -3.102
C: -0.197 -2.038 -2.536
C: -0.256 -1.265 -1.603
H: 1.373 -3.495 -5.175
H: 2.109 -3.185 -3.610
H: 1.507 -1.834 -4.598
H: -1.048 -3.426 -5.525
H: -0.986 -1.703 -5.131
H: -2.137 -2.768 -4.299
H: -0.092 -5.147 -3.898
H: -1.278 -4.557 -2.723
H: 0.435 -4.627 -2.291
O: 0.152 0.520 -5.115
C: 0.989 1.632 -5.422
N: 2.328 1.183 -5.618
C: 3.311 1.082 -4.684
O: 4.449 0.779 -4.966
C: 2.983 1.344 -3.234
C: 3.872 2.123 -2.506
C: 3.696 2.245 -1.139
C: 2.656 1.563 -0.544
N: 1.798 0.805 -1.243
C: 1.945 0.712 -2.570
H: -0.743 0.691 -5.429
H: 0.966 2.356 -4.602
H: 0.651 2.122 -6.335
H: 2.615 0.899 -6.544
H: 4.691 2.614 -3.014
H: 4.365 2.842 -0.536
H: 2.504 1.585 0.527
H: 1.222 0.099 -3.094
I: 0.005 3.585 -1.646
C: -0.593 2.220 -0.125
H: -1.676 2.285 -0.087
H: -0.179 2.646 0.781

Values from the calculation:
Total charge: +2
Calculated total energy in a.u.: -5497.903176
Frontier orbital gap in eV: 7.136
F_max in eV Å⁻¹: 2.4
HOMO in Eh: -0.4968